C2H2FNO2 | the ωB97M-V functional and the def2-TZVPD basis

Computed properties:
- total charge = 0
- energy above the lowest of the compared OMol25 structures with the same formula, charge and spin (kJ/mol) = 132.4
- gap between HOMO and LUMO (eV) = 10.22

Each line ends with the Mulliken charge.
Element x y z (Å)
N1 0.16197 -0.04198 -0.04354  -0.2916
C1 1.08507 -0.80155 0.48991  0.5026
F1 0.71293 1.27931 2.39461  -0.2443
O1 2.56499 0.17622 2.97982  -0.3624
O2 1.60401 -1.83831 0.27627  -0.4136
H1 -0.34886 -0.34832 -0.86585  0.2381
H2 -0.10601 0.82562 0.38912  0.2540
C2 1.66298 0.29274 2.24128  0.3171

Cartesian forces, eV/Å:
N -0.81 0.32 -0.75
C 1.71 0.64 3.03
F 0.07 0.03 0.05
O -0.44 0.01 -0.33
O -0.40 0.60 -0.11
H 0.23 -0.03 0.18
H 0.12 -0.08 0.16
C -0.48 -1.49 -2.24

C2H2FO2P | the ωB97M-V functional and the def2-TZVPD basis

Computed properties:
- total charge = 0
- energy above the lowest of the compared OMol25 structures with the same formula, charge and spin (kJ/mol) = 252.9
- gap between HOMO and LUMO (alpha / beta) (eV) = 6.79 / 8.12

Each line ends with the Mulliken charge.
Element x y z (Å)
H1 0.86879 0.22944 -1.77594  0.3568
O1 -1.56682 -0.69714 0.49019  -0.4907
P1 1.51237 0.74089 1.53288  0.2516
O2 1.09202 0.69955 0.05413  -0.1233
H2 -1.58920 -0.82190 -1.43740  0.3325
C1 0.30473 0.14770 -0.84431  -0.0978
C2 -0.97387 -0.51389 -0.57759  -0.0145
F1 0.35200 0.21534 2.55803  -0.2147

Cartesian forces, eV/Å:
H -1.18 -0.37 -0.28
O 1.48 0.55 -0.12
P 0.27 0.30 3.25
O -0.76 -0.65 -0.13
H 0.87 0.06 -0.68
C -0.61 -0.51 -0.99
C -0.81 0.29 0.24
F 0.74 0.33 -1.30

C2H2FO2S | the ωB97M-V functional and the def2-TZVPD basis

Computed properties:
- total charge = -1
- energy above the lowest of the compared OMol25 structures with the same formula, charge and spin (kJ/mol) = 618.7
- gap between HOMO and LUMO (eV) = 7.21

Each line ends with the Mulliken charge.
Element x y z (Å)
O1 -1.61289 -0.94086 0.01786  -0.2644
S1 -2.68702 0.17241 0.23910  0.2967
H1 0.01349 2.10726 -0.30129  0.0210
F1 1.39090 0.74220 -0.31370  -0.2223
C1 -1.07386 -0.00475 0.96497  -0.2873
O2 -2.98097 1.16556 -0.83649  -0.5806
H2 -1.20664 -0.55494 2.01813  0.1090
C2 0.61452 1.58635 0.50399  -0.0720

Cartesian forces, eV/Å:
O 1.54 -2.33 -2.14
S -2.85 1.86 0.89
H -0.14 -0.40 0.54
F -0.08 0.39 0.39
C 0.65 1.08 1.90
O 1.20 -0.73 0.58
H 0.43 1.48 -1.64
C -0.74 -1.36 -0.51

C2H2FO2V | the ωB97M-V functional and the def2-TZVPD basis

Computed properties:
- total charge = 0
- multiplicity = 5
- energy above the lowest of the compared OMol25 structures with the same formula, charge and spin (kJ/mol) = 791.5
- expectation value of S² = 6.008
- gap between HOMO and LUMO (alpha / beta) (eV) = 6.90 / 10.38

Each line ends with the Mulliken charge.
Element x y z (Å)
V1 -0.57244 1.49484 2.69043  0.5578
F1 -0.94199 -2.23954 -0.56242  -0.2116
H1 0.34060 1.30177 0.11405  0.3665
C1 0.85715 -0.74791 -1.36754  -0.6616
O1 -0.46023 1.63571 0.63423  -0.4188
O2 -0.98835 0.37715 1.17630  -0.5215
C2 0.01633 -1.44990 -0.84707  0.5402
H2 1.74892 -0.37211 -1.83798  0.3492

Cartesian forces, eV/Å:
V 0.07 -0.03 0.13
F 0.02 0.26 0.47
H -1.35 0.58 0.92
C -0.52 -1.06 0.66
O 1.36 -0.81 -1.12
O -0.19 0.09 0.07
C 1.08 0.91 -1.44
H -0.47 0.06 0.31

C2H2FO2Yb | the ωB97M-V functional and the def2-TZVPD basis

Computed properties:
- total charge = +1
- energy above the lowest of the compared OMol25 structures with the same formula, charge and spin (kJ/mol) = 187.7
- gap between HOMO and LUMO (eV) = 5.70

Each line ends with the Mulliken charge.
Element x y z (Å)
C1 0.24005 0.76186 0.72992  0.6763
F1 0.63526 1.97166 1.10039  -0.2226
Yb1 -0.87936 -1.98940 0.94678  1.3802
C2 0.30355 0.41762 -0.62368  -0.3102
O1 -0.19028 -0.01541 1.62597  -0.6425
H1 0.67050 1.05337 -1.42825  0.3696
H2 -0.82407 -1.31092 -1.49472  0.3311
O2 0.04435 -0.88877 -0.85641  -0.5820

Cartesian forces, eV/Å:
C 0.09 0.34 -3.18
F -0.04 -0.28 0.01
Yb 0.48 0.71 0.62
C 0.18 2.98 1.72
O -0.55 -1.32 1.00
H -0.15 -0.35 0.31
H 2.75 2.62 1.48
O -2.77 -4.71 -1.98

C2H2FOP | the ωB97M-V functional and the def2-TZVPD basis

Computed properties:
- total charge = 0
- energy above the lowest of the compared OMol25 structures with the same formula, charge and spin (kJ/mol) = 65.7
- structure (SMILES) = [H]/P=C/C(=O)F
- gap between HOMO and LUMO (eV) = 9.38

Each line ends with the Mulliken charge.
Element x y z (Å)
P1 -0.31939 1.50327 -0.01142  -0.0576
F1 -3.26638 0.84736 0.01974  -0.2321
C1 -2.43810 -0.23714 0.00283  0.5405
H1 1.09512 1.28261 -0.26980  0.0544
C2 -1.01743 -0.00494 -0.10380  -0.1218
O1 -3.02175 -1.27099 -0.01984  -0.4521
H2 -0.53841 -1.14853 -0.19334  0.2687

Cartesian forces, eV/Å:
P 0.02 0.19 -0.24
F 0.94 0.75 0.18
C -2.48 -0.04 -0.40
H -0.73 -0.52 0.22
C 2.27 -3.23 -0.04
O 0.82 -0.65 0.19
H -0.85 3.50 0.09

C2H2FOP | the ωB97M-V functional and the def2-TZVPD basis

Computed properties:
- total charge = 0
- energy above the lowest of the compared OMol25 structures with the same formula, charge and spin (kJ/mol) = 726.0
- gap between HOMO and LUMO (alpha / beta) (eV) = 7.17 / 7.37

Each line ends with the Mulliken charge.
Element x y z (Å)
C1 -0.24140 0.08637 -0.64175  0.1597
C2 0.86540 -0.16185 0.17776  -0.4125
P1 -0.87349 -1.00071 0.58941  0.3035
H1 1.42711 0.65131 0.62398  0.2753
O1 -1.01850 1.33835 -2.18025  -0.3901
H2 1.48797 -1.02335 -0.05350  0.2999
F1 -1.64708 0.10988 1.48435  -0.2358

Cartesian forces, eV/Å:
C -1.44 2.76 -2.22
C -0.16 -0.18 -0.54
P 0.36 0.39 0.78
H 0.07 0.23 -0.23
O 1.21 -1.84 2.38
H -0.15 -0.60 0.56
F 0.11 -0.76 -0.73

C2H2FP | the ωB97M-V functional and the def2-TZVPD basis

Computed properties:
- total charge = 0
- energy above the lowest of the compared OMol25 structures with the same formula, charge and spin (kJ/mol) = 406.5
- structure (SMILES) = C=P#CF
- gap between HOMO and LUMO (alpha / beta) (eV) = 7.87 / 7.52

Each line ends with the Mulliken charge.
Element x y z (Å)
P1 -0.59495 -1.20120 -0.16009  -0.0124
C1 0.81709 -0.27750 0.03436  -0.5191
H1 1.75365 -0.61699 -0.47976  0.2507
F1 -1.40222 1.24445 0.52377  -0.1008
C2 -1.64068 0.18069 -0.17417  0.0421
H2 1.06711 0.67054 0.25587  0.3394

Cartesian forces, eV/Å:
P 1.13 -0.23 0.41
C 1.02 -3.66 -2.13
H -0.87 -0.57 0.50
F 0.05 0.37 0.54
C -0.94 0.55 -0.55
H -0.39 3.54 1.23

C2H2GaO2P | the ωB97M-V functional and the def2-TZVPD basis

Computed properties:
- total charge = +2
- gap between HOMO and LUMO (alpha / beta) (eV) = 5.91 / 5.58

Each line ends with the Mulliken charge.
Element x y z (Å)
O1 -0.53282 -1.34489 -1.50893  -0.1619
C1 -0.21977 -0.76783 0.68170  0.2722
H1 0.99390 -2.30876 -0.40386  0.3541
Ga1 0.75047 1.56936 1.79896  1.0391
C2 0.13760 -1.63188 -0.36324  0.1711
O2 0.23055 -0.31031 1.72009  -0.2349
P1 -0.47300 0.30673 -1.05509  0.3987
H2 0.65041 2.91410 2.60109  0.1616

Cartesian forces, eV/Å:
O -0.22 0.27 0.47
C -2.27 1.48 -6.84
H -0.10 -0.02 -0.07
Ga -0.80 -1.84 1.27
C 0.54 0.15 -0.35
O 2.49 3.06 4.36
P 0.10 -2.92 1.61
H 0.25 -0.18 -0.46

C2H2HgO2 | the ωB97M-V functional and the def2-TZVPD basis

Computed properties:
- total charge = 0
- multiplicity = 3
- energy above the lowest of the compared OMol25 structures with the same formula, charge and spin (kJ/mol) = 0.0
- expectation value of S² = 2.008
- gap between HOMO and LUMO (alpha / beta) (eV) = 8.43 / 7.58

Each line ends with the Mulliken charge.
Element x y z (Å)
O1 -0.12090 -1.10304 -0.56900  -0.8012
C1 0.02774 0.99585 0.58095  0.1013
O2 -1.04019 0.84139 1.10443  -0.4267
C2 0.64914 -0.02049 -0.39781  0.0367
H1 0.89918 0.57174 -1.30624  0.3103
Hg1 -2.01497 -1.16450 0.34336  0.5388
H2 1.59999 -0.12094 0.24430  0.2408

Cartesian forces, eV/Å:
O 0.26 -0.90 -0.59
C -1.42 0.00 -0.02
O 1.57 1.29 0.10
C 0.97 1.73 1.58
H 0.05 -0.41 0.30
Hg -0.90 -1.10 -0.22
H -0.53 -0.61 -1.15